# 1
Computed, not measured: a cluster of 2 separate species, C3H6O2P in total at a distorted geometry, with ωB97M-V/def2-TZVPD.

Highest occupied orbital energy in eV: -2.59
HOMO-LUMO gap in eV: 6.84

Structure (ORCA input):
```
! wB97M-V def2-TZVPD RIJCOSX def2/J DEFGRID3
* xyz -1 1
C 0.755 2.497 -0.902
C 0.241 1.300 -0.831
C -0.739 -2.086 0.347
O -0.090 -0.257 2.107
O 0.617 -1.700 0.212
P 1.042 -0.358 1.170
H 0.730 3.348 -1.622
H 1.558 2.622 -0.072
H -0.530 0.945 -1.490
H -1.150 -2.662 1.260
H -1.147 -2.618 -0.605
H -1.286 -1.032 0.424
*
```


# 2
Computed, not measured: a structure of composition C27H46BBiN7SSi at a distorted geometry, with ωB97M-V/def2-TZVPD.

Highest occupied orbital energy in eV: -9.83
HOMO-LUMO gap in eV: 7.27

Structure (ORCA input):
```
! wB97M-V def2-TZVPD RIJCOSX def2/J DEFGRID3
* xyz 1 1
Bi -0.939 -0.190 -0.402
N 1.107 3.392 -1.428
C 2.491 3.312 -1.640
C 3.206 4.469 -1.928
C 4.578 4.425 -2.111
C 5.256 3.220 -2.007
C 4.552 2.062 -1.722
C 3.177 2.107 -1.536
S 2.357 0.602 -1.113
N 0.706 1.086 -1.084
C 0.310 2.385 -0.974
C -1.726 3.651 -0.617
C -2.362 4.247 0.668
C -3.778 4.531 0.570
C -4.393 4.561 -0.627
C -3.706 4.042 -1.778
N -2.524 3.534 -1.764
H 0.693 4.309 -1.443
H 2.675 5.410 -2.012
H 5.117 5.335 -2.331
H 6.328 3.176 -2.143
H 5.061 1.109 -1.639
H -2.009 3.871 1.620
H -4.337 4.651 1.490
H -5.444 4.799 -0.715
H -4.255 3.937 -2.711
C 0.218 -2.320 4.063
N 0.551 -1.378 3.004
C 1.456 -1.893 1.994
C -0.077 -0.198 2.860
N -0.273 0.352 1.670
N -0.527 0.419 3.979
C -1.521 1.477 3.885
C 0.236 0.402 5.223
H -0.033 -3.281 3.610
H -0.640 -1.973 4.631
H 1.062 -2.476 4.738
H 2.286 -2.391 2.497
H 1.847 -1.083 1.386
H 0.961 -2.618 1.345
H -0.495 1.342 1.701
H -1.064 2.457 3.714
H -2.068 1.518 4.826
H -2.228 1.263 3.085
H 1.164 -0.147 5.093
H -0.339 -0.045 6.035
H 0.486 1.427 5.503
B -1.539 6.297 -0.940
C -1.293 5.036 -0.101
N -0.862 2.545 -0.454
H -0.612 6.985 -1.208
H -0.341 4.951 0.414
H -2.614 6.581 -1.342
C -1.555 -2.222 -2.768
Si -0.336 -2.596 -1.344
C -1.269 -3.772 -0.097
C -2.362 -4.550 -0.844
C -0.344 -4.793 0.582
C -1.948 -2.950 1.012
C 1.227 -3.336 -2.185
C 1.689 -2.384 -3.299
C 2.400 -3.553 -1.220
C 0.848 -4.675 -2.834
H -1.789 -3.098 -3.374
H -1.135 -1.465 -3.438
H -2.507 -1.829 -2.398
H -1.942 -5.152 -1.652
H -3.115 -3.887 -1.270
H -2.868 -5.230 -0.151
H 0.089 -5.482 -0.143
H -0.917 -5.389 1.298
H 0.473 -4.317 1.128
H -2.742 -2.309 0.614
H -1.236 -2.322 1.561
H -2.414 -3.624 1.737
H 1.953 -1.402 -2.907
H 0.923 -2.259 -4.066
H 2.575 -2.801 -3.785
H 2.738 -2.607 -0.790
H 3.243 -3.985 -1.768
H 2.147 -4.243 -0.413
H 0.080 -4.544 -3.599
H 0.483 -5.400 -2.105
H 1.728 -5.106 -3.318
*
```


# 3
Computed, not measured: an isolated molecule of C5H3NO2 at a distorted geometry, with ωB97M-V/def2-TZVPD.

Highest occupied orbital energy in eV: -10.17
SMILES: O=CC1=NC=CC1=O
HOMO-LUMO gap in eV: 8.24

Structure (ORCA input):
```
! wB97M-V def2-TZVPD RIJCOSX def2/J DEFGRID3
* xyz 0 1
O 2.945 0.656 0.299
C 2.213 -0.395 -0.104
C 0.732 -0.111 -0.352
N -0.021 -1.218 -0.326
C -1.481 -0.843 -0.069
C -1.604 0.415 0.464
C -0.270 1.127 -0.257
O -0.215 2.382 -0.330
H 2.471 -1.561 -0.161
H -2.304 -1.442 0.159
H -2.466 0.990 0.676
*
```


# 4
Computed, not measured: the ion C6H12N3S with charge +1 at a distorted geometry, with ωB97M-V/def2-TZVPD.

Highest occupied orbital energy in eV: -13.38
SMILES: N/C(S)=N/[NH+]=C1CCCC1
HOMO-LUMO gap in eV: 9.25

Structure (ORCA input):
```
! wB97M-V def2-TZVPD RIJCOSX def2/J DEFGRID3
* xyz 1 1
N -4.087 -1.083 -0.178
C -2.981 -0.377 -0.085
S -3.367 1.366 0.382
N -1.847 -0.955 -0.350
N -0.689 -0.131 -0.038
C 0.610 -0.228 -0.002
C 1.150 1.109 -0.209
C 2.651 1.139 -0.041
C 3.025 -0.414 -0.032
C 1.734 -1.124 0.341
H -3.845 -2.045 -0.468
H -4.946 -0.663 -0.388
H -4.610 0.923 0.889
H -1.039 0.836 -0.212
H 0.552 1.814 0.445
H 0.858 1.540 -1.225
H 3.142 1.646 0.715
H 3.167 1.512 -0.899
H 3.462 -0.876 -0.980
H 3.803 -0.580 0.787
H 1.644 -2.105 0.055
H 1.613 -1.306 1.493
*
```


| no. | LUMO (eV) |
| --- | --- |
| 1 | 4.25 |
| 2 | -2.57 |
| 3 | -1.92 |
| 4 | -4.14 |